Entry from OMol25: a 5-piece molecular cluster, C30H90N15O5P5 overall (ωB97M-V with the def2-TZVPD basis set).

Last column: Löwdin charge in e.
Element x y z (Å)
1 P 1.3621 -1.8590 5.5037  0.687
2 P -0.1409 -1.6833 -0.3318  0.644
3 P -5.4892 -5.1835 2.9383  0.596
4 P 0.8120 7.9672 0.3722  0.608
5 P 2.8356 -0.7844 -7.9748  0.665
6 O -0.7944 -2.1012 0.9401  -0.241
7 O 3.0119 -2.2438 -8.2791  -0.311
8 O -5.6153 -6.5393 3.5000  -0.285
9 O -0.0089 -1.7347 6.0823  -0.308
10 O 1.4983 8.3238 -0.9180  -0.302
11 N -4.2157 -4.2749 3.7490  -0.286
12 N 1.5873 -2.0500 -0.3754  -0.148
13 N 0.0297 9.2091 1.2555  -0.332
14 N -5.1204 -4.9618 1.2654  -0.305
15 N 2.6184 -1.4742 6.7236  -0.305
16 N -6.8879 -4.2781 3.2791  -0.296
17 N 1.6254 -0.6192 4.2810  -0.280
18 N -0.7265 -2.4934 -1.7124  -0.215
19 N -0.3584 -0.0432 -0.7048  -0.297
20 N 1.7939 -3.3880 4.7641  -0.283
21 N -0.4046 6.7468 0.2154  -0.281
22 N 2.1839 0.1215 -9.3169  -0.312
23 N 1.8957 7.2928 1.5306  -0.307
24 N 1.7056 -0.4114 -6.6494  -0.301
25 N 4.2477 0.1682 -7.6427  -0.309
26 C 0.2481 -0.7270 -6.7859  -0.081
27 C 2.5273 -1.1710 -1.1589  -0.015
28 C -3.8324 -4.5439 5.1543  -0.096
29 C -6.8768 -2.8227 3.3797  -0.124
30 C -1.3220 -3.7904 -1.5164  -0.061
31 C -8.1664 -4.7334 2.7319  -0.119
32 C 3.1275 -3.7885 4.3015  -0.139
33 C 5.6529 -0.3059 -7.8328  -0.091
34 C 2.5212 -0.1503 7.2992  -0.141
35 C 0.2714 0.9599 0.1645  -0.103
36 C 2.7202 -0.7363 3.2893  -0.127
37 C -3.6813 -3.0812 3.0727  -0.129
38 C -0.5356 -2.0547 -3.0897  -0.077
39 C 0.7007 -4.3360 4.2956  -0.072
40 C 1.3598 1.2849 -9.2191  -0.168
41 C 2.1581 -3.2156 0.1423  -0.100
42 C 0.3379 -0.0684 3.6721  -0.091
43 C -0.0451 5.4872 -0.5902  -0.092
44 C -1.6629 6.6859 0.9807  -0.118
45 C -1.5605 0.4497 -1.2815  -0.102
46 C 3.2623 7.5079 1.3933  -0.166
47 C 4.1362 1.5078 -7.0379  -0.129
48 C 2.2444 0.0578 -5.3773  -0.140
49 C -0.4070 10.3967 0.4963  -0.092
50 C -5.9041 -4.2622 0.3013  -0.134
51 C 1.5289 6.2523 2.5825  -0.085
52 C -3.9835 -5.7653 0.7631  -0.090
53 C 0.0881 9.2800 2.7262  -0.091
54 C 3.5303 -2.2817 7.5187  -0.134
55 C 2.0833 -0.5475 -10.6390  -0.093
56 H 0.3438 -1.4292 -3.2433  0.054
57 H -2.9149 -2.4730 3.5531  0.083
58 H -0.1284 8.2815 3.1059  0.043
59 H -0.5154 10.0140 -0.5186  0.072
60 H 0.0524 -1.0605 -5.7668  0.038
61 H -2.3649 -0.2138 -0.9638  0.090
62 H 3.6967 -4.2917 5.0831  0.076
63 H -1.4272 -1.5028 -3.3874  0.098
64 H 0.7762 -4.4305 3.2123  0.064
65 H 0.5318 0.8788 3.1688  0.060
66 H -5.5547 -3.2718 0.0095  0.077
67 H -1.3119 10.7305 1.0042  0.079
68 H 2.8185 -3.6956 -0.5798  0.106
69 H 1.4476 -4.0032 0.3933  0.101
70 H -1.6171 0.3750 -2.3675  0.078
71 H -8.1378 -5.8048 2.9299  0.089
72 H 1.8734 0.2012 -11.4029  0.081
73 H 3.5627 -3.2814 7.0856  0.053
74 H -3.3599 -5.0988 0.1673  0.047
75 H -2.8692 -5.0497 5.2218  0.071
76 H 5.8779 -1.3080 -7.4678  0.070
77 H -7.8172 -2.4255 3.7617  0.082
78 H -6.8963 -4.0380 0.6930  0.044
79 H 4.8055 2.2399 -7.4897  0.087
80 H 3.3839 7.8022 0.3508  0.071
81 H -4.6032 -5.0967 5.6912  0.076
82 H 2.0068 -0.4757 -1.8175  0.081
83 H 1.6451 -0.4021 -4.5915  0.036
84 H 1.6593 2.0809 -9.9009  0.088
85 H -3.5192 -6.3341 1.5686  0.084
86 H -6.9412 -2.4232 2.3676  0.071
87 H -0.5114 5.5175 -1.5749  0.072
88 H 0.3792 11.1513 0.5174  0.081
89 H 1.5065 0.1855 7.0851  0.071
90 H 0.5134 1.8683 -0.3870  0.087
91 H -8.9401 -4.1341 3.2118  0.080
92 H 3.7619 6.5448 1.4975  0.080
93 H -0.3291 -2.8315 -3.8259  0.107
94 H 0.7531 -5.3099 4.7822  0.080
95 H 1.2358 -1.2316 -10.5958  0.075
96 H 3.2116 -0.7640 -0.4145  0.107
97 H 2.1238 6.1545 3.4906  0.080
98 H 5.8252 -0.3857 -8.9061  0.079
99 H 3.6884 -3.0219 3.7669  0.047
100 H -8.4473 -4.4605 1.7146  0.065
101 H -2.0660 5.6732 0.9740  0.070
102 H -3.0842 -3.4077 2.2212  0.044
103 H -3.8970 -3.6010 5.6973  0.078
104 H 2.9127 -3.2230 0.9288  0.105
105 H -0.3462 1.3289 0.9834  0.088
106 H -1.8462 1.3853 -0.8009  0.103
107 H 3.6915 8.2224 2.0957  0.084
108 H -1.5653 7.1047 1.9823  0.058
109 H 1.0386 5.4478 -0.7008  0.064
110 H 6.3953 0.2792 -7.2900  0.079
111 H 0.4793 6.2941 2.8733  0.051
112 H 1.6920 5.2328 2.2330  0.061
113 H 1.4485 1.8105 -8.2683  0.055
114 H 0.0582 -1.5921 -7.4212  0.089
115 H 1.2563 0.6984 0.5513  0.066
116 H 0.2807 1.1350 -9.2512  0.077
117 H 3.1315 1.9254 -7.1041  0.057
118 H 4.5536 -1.9406 7.3618  0.083
119 H 3.6995 -0.8313 3.7583  0.078
120 H -4.4128 -6.4692 0.0501  0.081
121 H -4.4938 -2.4893 2.6513  0.050
122 H 2.6780 0.1810 2.7020  0.070
123 H -2.4653 7.1753 0.4287  0.074
124 H -6.1324 -4.8678 -0.5758  0.089
125 H -0.6283 -4.5975 -1.2810  0.105
126 H 2.7852 -0.0892 8.3550  0.083
127 H -0.1841 -3.8970 4.7564  0.056
128 H 3.3665 -2.4783 8.5782  0.086
129 H 1.1222 9.5562 2.9321  0.084
130 H 2.9963 -1.1288 -10.7686  0.074
131 H -0.0324 -0.7855 2.9395  0.046
132 H -0.2900 4.5322 -0.1254  0.049
133 H 2.1143 1.1347 -5.2702  0.081
134 H -0.4534 0.0938 -6.9352  0.076
135 H 3.2027 -1.8640 -1.6606  0.097
136 H 3.2228 -0.4158 -5.2975  0.085
137 H 2.5671 -1.6379 2.6963  0.037
138 H -6.0281 -2.4249 3.9362  0.072
139 H -1.7845 -4.0560 -2.4670  0.106
140 H -2.0516 -3.6218 -0.7243  0.072
141 H 4.5392 1.3135 -6.0440  0.072
142 H -0.6926 9.9439 3.0975  0.088
143 H 3.3140 0.4400 6.8399  0.076
144 H 3.0881 -4.4653 3.4480  0.069
145 H -0.4207 0.0047 4.4514  0.070

Output
Multiplicity ... 2
Total charge ... +1
LUMO level (alpha / beta) ... -2.52 / -7.33 eV
HOMO-LUMO gap (alpha / beta) ... 7.5 / 2.7 eV